Record 1
Molecular formula: C7H11FNO3
Method: DFT, the ωB97M-V functional and the def2-TZVPD basis

Geometry (Å):
C1 2.01 -0.69 -0.21
C2 -1.90 -1.37 -0.26
C3 2.88 -1.89 0.09
C4 -0.52 1.32 1.39
C5 -1.83 1.83 -0.67
C6 -0.54 1.26 -0.10
C7 -0.34 -0.14 -0.65
N1 0.71 -0.97 -0.12
O1 -1.44 -2.38 0.19
O2 2.45 0.38 -0.59
O3 -2.95 -0.78 -0.38
F1 -0.21 -0.06 -2.08
H1 2.25 -2.54 0.78
H2 3.80 -1.65 0.67
H3 3.00 -2.45 -0.98
H4 -0.90 2.37 1.61
H5 0.60 1.23 1.76
H6 -1.16 0.58 1.91
H7 -2.55 1.03 -0.87
H8 -1.65 2.48 -1.46
H9 -2.42 2.45 0.08
H10 0.31 1.82 -0.46
H11 0.39 -1.81 0.33

**ΔE to the lowest compared entry with this formula, charge and spin**: 0.0 kcal/mol
**Net charge**: -1
**HOMO level**: -3.783 eV
**Gap between HOMO and LUMO**: 7.4 eV
**Total energy**: -653.7245 a.u.

***

Record 2
Molecular formula: C7H11IO5
Method: DFT, the ωB97M-V functional and the def2-TZVPD basis

Geometry (Å):
C1 2.71 -1.38 -0.07
C2 2.35 0.03 -0.51
C3 2.01 0.93 0.69
C4 0.54 1.38 0.79
O1 -0.27 0.69 -0.17
O2 -1.41 1.50 -0.47
C5 -2.37 1.31 0.48
O3 -2.51 2.04 1.43
O4 -3.27 0.33 0.21
C6 -2.72 -0.97 0.03
C7 -2.62 -1.28 -1.46
O5 -1.62 -1.30 -2.09
I1 -4.56 -1.70 -2.37
H1 2.11 -1.71 0.77
H2 2.65 -2.09 -0.88
H3 3.74 -1.38 0.27
H4 1.60 0.03 -1.28
H5 3.24 0.44 -0.96
H6 2.27 0.45 1.61
H7 2.60 1.83 0.62
H8 0.45 2.44 0.63
H9 0.17 1.16 1.78
H10 -3.35 -1.68 0.52
H11 -1.73 -1.07 0.45

**ΔE to the lowest compared entry with this formula, charge and spin**: 59.9 kcal/mol
**HOMO level**: -9.950 eV
**Structure (SMILES)**: CCCCOOC(=O)OCC(=O)I
**Gap between HOMO and LUMO**: 10.2 eV
**Total energy**: -947.0838 a.u.

***

Record 3
Molecular formula: C7H11ISi
Method: DFT, the ωB97M-V functional and the def2-TZVPD basis

Geometry (Å):
C1 -1.23 0.27 -0.88
C2 -1.18 1.64 -0.77
C3 -0.43 -0.68 -0.32
C4 -2.00 2.45 -1.37
C5 -0.55 -2.12 -0.82
C6 1.80 -2.22 1.32
C7 1.63 1.10 1.51
Si1 1.02 -0.66 0.99
I1 -1.92 4.52 -1.27
H1 -1.97 -0.21 -1.54
H2 -0.40 1.99 -0.02
H3 0.54 -2.40 -0.95
H4 -1.16 -2.22 -1.62
H5 -0.98 -2.91 -0.10
H6 1.29 -3.13 1.27
H7 -2.69 2.27 -2.10
H8 2.75 -2.07 1.90
H9 2.68 1.21 1.19
H10 1.19 1.99 1.01
H11 1.59 1.18 2.59

**HOMO level**: -8.038 eV
**Structure (SMILES)**: C=[Si](C)/C(C)=C\C=C\I
**Gap between HOMO and LUMO**: 7.9 eV
**Total energy**: -860.3761 a.u.

***

Record 4
Molecular formula: C7H11N
Method: DFT, the ωB97M-V functional and the def2-TZVPD basis

Geometry (Å):
C1 1.75 0.26 -0.98
C2 1.22 -0.26 -2.09
N1 1.61 0.00 -3.46
C3 1.26 -0.32 0.33
C4 -0.05 0.30 0.68
C5 -0.95 -0.40 1.41
C6 -2.32 0.00 1.71
C7 -2.81 0.69 2.72
H1 2.53 0.99 -0.85
H2 0.37 -0.97 -2.11
H3 1.84 -0.81 -4.03
H4 2.37 0.68 -3.48
H5 2.02 -0.22 1.10
H6 1.18 -1.51 0.25
H7 -0.25 1.26 0.19
H8 -0.72 -1.46 1.43
H9 -2.86 -0.44 0.89
H10 -2.31 1.38 3.36
H11 -3.88 0.83 2.93

**ΔE to the lowest compared entry with this formula, charge and spin**: 75.3 kcal/mol
**HOMO level**: -8.220 eV
**Structure (SMILES)**: C=C/C=C/C/C=C/N
**Gap between HOMO and LUMO**: 9.4 eV
**Total energy**: -327.9679 a.u.

***

Record 5
Molecular formula: C7H11N
Method: DFT, the ωB97M-V functional and the def2-TZVPD basis

Geometry (Å):
C1 -1.93 0.70 -0.21
C2 -1.80 -0.72 0.14
C3 -0.40 -0.70 -0.17
C4 1.18 -0.98 0.08
C5 1.75 0.06 0.91
C6 1.18 1.02 -0.12
C7 -0.49 0.73 0.22
H1 -2.73 1.29 0.31
H2 -2.06 0.69 -1.17
H3 -2.39 -1.45 -0.55
H4 -2.02 -0.81 1.17
H5 -0.69 -0.56 -1.31
H6 1.59 -1.93 -0.28
H7 2.77 -0.07 0.74
H8 1.53 -0.05 1.93
H9 1.34 2.07 -0.28
H10 2.29 0.00 -1.69
H11 -0.51 0.67 1.43
N1 1.39 0.04 -1.13

**ΔE to the lowest compared entry with this formula, charge and spin**: 170.0 kcal/mol
**HOMO level**: -8.224 eV
**Gap between HOMO and LUMO**: 9.3 eV
**Total energy**: -327.8170 a.u.

***

Record 6
Molecular formula: C7H11N
Method: DFT, the ωB97M-V functional and the def2-TZVPD basis

Geometry (Å):
C1 1.82 -0.90 -0.31
C2 0.37 -0.56 -0.53
C3 -0.78 -1.14 0.30
C4 -0.38 -0.08 1.35
C5 -0.16 0.75 0.08
C6 -1.49 0.75 -0.58
C7 -1.92 -0.52 -0.45
H1 2.10 -1.82 -0.66
H2 2.30 -0.81 0.72
H3 2.37 -0.24 -1.00
H4 0.38 -0.57 -1.70
H5 -0.90 -2.16 0.64
H6 -1.22 0.31 1.98
H7 0.50 -0.29 2.06
H8 0.38 2.80 0.49
H9 0.70 1.95 -0.89
H10 -1.98 1.69 -0.82
H11 -2.82 -1.06 -0.73
N1 0.71 1.92 0.05

**ΔE to the lowest compared entry with this formula, charge and spin**: 81.1 kcal/mol
**HOMO level**: -8.835 eV
**Gap between HOMO and LUMO**: 10.0 eV
**Total energy**: -327.9588 a.u.